1 | {
  "formula": "C4H6N2O2",
  "method": "the ωB97M-V functional and the def2-TZVPD basis",
  "smiles": "[H]/N=C1/COC(=C)N1O",
  "charge": 0,
  "species": ["H", "N", "C", "C", "O", "C", "C", "N", "O", "H", "H", "H", "H", "H"],
  "positions_angstrom": [[-2.73, 1.29, -0.05], [-2.75, 0.32, 0.01], [-1.41, -0.04, -0.11], [-0.84, -1.52, 0.00], [0.56, -1.34, -0.31], [0.90, -0.17, 0.00], [2.27, 0.17, 0.03], [-0.15, 0.65, 0.05], [0.00, 1.97, -0.25], [-0.83, -2.20, 0.91], [-1.36, -2.02, -0.77], [2.61, 1.24, -0.22], [3.20, -0.75, 0.25], [0.52, 2.40, 0.47]]
}

---

2 | {
  "formula": "C4H6N2O2",
  "method": "the ωB97M-V functional and the def2-TZVPD basis",
  "charge": 0,
  "species": ["C", "C", "C", "C", "H", "H", "H", "H", "H", "H", "N", "N", "O", "O"],
  "positions_angstrom": [[0.62, 0.89, -0.43], [-0.58, 1.52, 0.30], [-1.37, 0.11, -0.01], [-0.37, -1.03, 0.18], [1.44, -1.77, -0.90], [0.34, 0.84, -1.50], [1.57, 1.57, -0.09], [-1.09, 2.41, -0.19], [-0.56, 1.72, 1.56], [0.48, -2.58, 0.58], [0.81, -0.36, 0.12], [-0.59, -2.26, 0.31], [1.91, -1.04, -0.02], [-2.60, -0.03, 0.08]]
}

---

3 | {
  "formula": "C4H6N2O2",
  "method": "the ωB97M-V functional and the def2-TZVPD basis",
  "smiles": "[H]/N=C/N(C=C)OC=O",
  "charge": 0,
  "species": ["H", "N", "C", "N", "C", "C", "O", "C", "O", "H", "H", "H", "H", "H"],
  "positions_angstrom": [[0.04, -0.79, 2.97], [0.20, -1.13, 2.02], [0.31, -0.10, 1.33], [0.73, -0.17, 0.02], [0.39, 0.87, -0.87], [-0.14, 2.04, -0.53], [0.75, -1.42, -0.64], [-0.48, -1.92, -1.02], [-1.50, -1.34, -0.89], [0.15, 0.94, 1.68], [0.58, 0.75, -1.94], [-0.37, 2.79, -1.28], [-0.33, 2.41, 0.48], [-0.34, -2.92, -1.33]]
}

---

4 | {
  "formula": "C4H6N2O2",
  "method": "the ωB97M-V functional and the def2-TZVPD basis",
  "charge": 0,
  "species": ["C", "C", "C", "C", "H", "H", "H", "H", "H", "H", "N", "N", "O", "O"],
  "positions_angstrom": [[-0.59, -0.07, -0.07], [0.69, 0.14, -0.52], [1.59, -1.14, -0.57], [1.16, 1.43, 0.12], [-1.55, 1.61, -1.11], [-2.10, 0.99, 0.74], [-2.01, -1.70, 0.43], [-0.43, -1.61, 1.55], [0.99, -1.93, -0.96], [-0.07, 2.04, 0.07], [-1.70, 0.78, -0.51], [-1.11, -1.10, 0.55], [2.81, -1.33, -0.01], [2.34, 1.89, 0.30]]
}

---

Pick 3: it beats the second-best structure by 0.0900 hartree.

---

1 | {
  "formula": "C4H6N2O2",
  "method": "the ωB97M-V functional and the def2-TZVPD basis",
  "smiles": "Cn1c(=O)ccn1O",
  "charge": 0,
  "species": ["C", "N", "C", "O", "C", "C", "N", "O", "H", "H", "H", "H", "H", "H"],
  "positions_angstrom": [[0.58, 1.77, 0.19], [0.22, 0.49, -0.21], [1.27, -0.46, -0.20], [2.45, -0.34, -0.20], [0.56, -1.78, -0.15], [-0.79, -1.55, 0.26], [-0.88, -0.10, 0.26], [-2.24, 0.24, -0.30], [0.97, 1.69, 1.32], [-0.44, 2.53, 0.29], [1.39, 2.30, -0.71], [0.96, -2.78, 0.34], [-1.73, -2.00, 0.45], [-2.32, -0.02, -1.36]]
}

---

2 | {
  "formula": "C4H6N2O2",
  "method": "the ωB97M-V functional and the def2-TZVPD basis",
  "smiles": "O=C(/C=N\\O)N1CC1",
  "charge": 0,
  "species": ["O", "C", "C", "N", "O", "N", "C", "C", "H", "H", "H", "H", "H", "H"],
  "positions_angstrom": [[1.97, -0.74, 0.57], [1.02, -0.43, -0.12], [0.82, -1.10, -1.39], [-0.15, -0.95, -2.25], [-0.98, 0.06, -1.97], [0.21, 0.61, 0.32], [-1.08, 0.53, 1.04], [0.22, 0.87, 1.71], [1.56, -1.86, -1.57], [-1.56, 0.14, -2.77], [-1.77, 1.37, 0.95], [-1.45, -0.44, 1.20], [0.49, 1.88, 2.00], [0.71, 0.06, 2.27]]
}

---

Pick 2: it beats the second-best structure by 0.0853 hartree.

---

1 | {
  "formula": "C12H14Cl17N2O2",
  "method": "the ωB97M-V functional and the def2-TZVPD basis",
  "charge": 1,
  "species": ["C", "C", "Cl", "C", "C", "C", "N", "C", "C", "O", "C", "N", "O", "H", "H", "H", "H", "H", "H", "H", "H", "H", "H", "H", "H", "H", "H", "C", "Cl", "Cl", "Cl", "Cl", "C", "Cl", "Cl", "Cl", "Cl", "C", "Cl", "Cl", "Cl", "Cl", "C", "Cl", "Cl", "Cl", "Cl"],
  "positions_angstrom": [[-1.78, -0.47, 1.89], [-2.65, 0.70, 1.45], [-3.55, 0.26, -0.04], [-1.88, 2.02, 1.18], [-0.45, 1.82, 0.90], [0.65, 2.07, 1.68], [1.77, 1.72, 0.97], [3.13, 1.89, 1.48], [4.10, 2.22, 0.36], [3.61, 3.33, -0.38], [1.40, 1.25, -0.22], [0.07, 1.32, -0.26], [-0.65, 0.97, -1.36], [-1.52, -1.08, 1.03], [-2.37, -1.11, 2.54], [-0.91, -0.17, 2.46], [-3.40, 0.90, 2.20], [-1.98, 2.70, 2.02], [-2.34, 2.52, 0.33], [0.67, 2.49, 2.67], [3.10, 2.75, 2.15], [3.45, 1.03, 2.06], [5.07, 2.45, 0.79], [4.21, 1.39, -0.33], [4.03, 4.13, -0.06], [2.05, 0.92, -1.00], [-1.27, 0.27, -1.10], [-1.89, -3.93, 4.30], [-1.31, -5.45, 4.95], [-0.64, -2.69, 4.49], [-2.23, -4.08, 2.57], [-3.35, -3.42, 5.14], [-0.65, -3.27, -1.20], [0.42, -3.32, 0.21], [0.07, -4.18, -2.52], [-2.23, -3.95, -0.80], [-0.86, -1.58, -1.71], [-4.05, -5.62, -4.23], [-5.70, -5.55, -3.61], [-3.09, -6.70, -3.21], [-4.06, -6.23, -5.88], [-3.34, -4.00, -4.20], [4.07, 5.14, -3.55], [5.02, 5.78, -2.19], [2.36, 5.07, -3.09], [4.26, 6.19, -4.94], [4.64, 3.51, -3.95]]
}

---

2 | {
  "formula": "C12H14Cl17N2O2",
  "method": "the ωB97M-V functional and the def2-TZVPD basis",
  "charge": 1,
  "species": ["C", "C", "Cl", "C", "C", "C", "N", "C", "C", "O", "C", "N", "O", "H", "H", "H", "H", "H", "H", "H", "H", "H", "H", "H", "H", "H", "H", "C", "Cl", "Cl", "Cl", "Cl", "C", "Cl", "Cl", "Cl", "Cl", "C", "Cl", "Cl", "Cl", "Cl", "C", "Cl", "Cl", "Cl", "Cl"],
  "positions_angstrom": [[-1.38, 1.13, 1.68], [-0.24, 2.21, 2.14], [-0.25, 3.76, 1.07], [1.30, 1.65, 2.16], [1.57, 0.30, 1.28], [1.77, -1.21, 1.93], [2.03, -2.18, 0.79], [2.29, -3.63, 1.15], [3.41, -4.30, 0.13], [4.63, -3.45, 0.15], [2.01, -1.43, -0.53], [1.74, 0.05, -0.20], [1.69, 0.98, -1.16], [-1.66, 1.33, 0.55], [-2.36, 1.39, 2.30], [-1.13, 0.01, 1.93], [-0.49, 2.58, 3.24], [1.63, 1.42, 3.29], [2.02, 2.51, 1.80], [1.74, -1.47, 3.07], [2.79, -3.63, 2.22], [1.31, -4.27, 1.24], [3.73, -5.36, 0.54], [3.03, -4.40, -0.99], [5.26, -3.86, 0.83], [2.20, -1.94, -1.57], [0.80, 1.44, -1.17], [-5.52, -0.06, 2.62], [-7.00, -1.04, 2.54], [-4.10, -1.13, 2.62], [-5.45, 1.03, 1.21], [-5.53, 0.92, 4.11], [-3.95, 1.38, -2.54], [-4.16, -0.21, -1.78], [-4.57, 1.33, -4.21], [-4.86, 2.60, -1.61], [-2.22, 1.82, -2.56], [-6.28, 5.65, -4.01], [-6.49, 6.85, -2.71], [-7.37, 4.27, -3.72], [-6.66, 6.40, -5.58], [-4.59, 5.08, -4.01], [7.86, -2.91, -1.65], [7.91, -4.05, -0.28], [7.17, -1.36, -1.10], [9.51, -2.63, -2.26], [6.85, -3.58, -2.95]]
}

---

Pick 1: it beats the second-best structure by 0.2502 hartree.

---

1 | {
  "formula": "C5H11OP",
  "method": "the ωB97M-V functional and the def2-TZVPD basis",
  "smiles": "C=C[P@@H](=O)C(C)C",
  "charge": 0,
  "species": ["C", "C", "P", "O", "C", "C", "C", "H", "H", "H", "H", "H", "H", "H", "H", "H", "H", "H"],
  "positions_angstrom": [[2.32, 1.76, 0.66], [1.48, 0.92, 1.24], [0.85, -0.72, 0.58], [0.48, -1.77, 1.56], [-0.57, -0.13, -0.54], [-1.74, 0.23, 0.30], [-0.87, -1.37, -1.47], [2.48, 2.74, 1.11], [2.64, 1.52, -0.24], [0.82, 1.12, 2.13], [1.59, -1.18, -0.49], [-0.26, 0.72, -1.13], [-2.35, -0.65, 0.65], [-1.70, 0.94, 1.12], [-2.36, 0.72, -0.48], [-1.09, -0.99, -2.45], [-1.70, -1.83, -1.05], [-0.03, -2.04, -1.50]]
}

---

2 | {
  "formula": "C5H11OP",
  "method": "the ωB97M-V functional and the def2-TZVPD basis",
  "smiles": "C=C[P@@H](=O)C(C)C",
  "charge": 0,
  "species": ["C", "C", "P", "O", "C", "C", "C", "H", "H", "H", "H", "H", "H", "H", "H", "H", "H", "H"],
  "positions_angstrom": [[1.21, 0.32, -2.55], [0.02, -0.09, -2.15], [-0.91, 0.52, -0.64], [-2.54, 0.64, -0.84], [-0.42, -0.43, 0.85], [-0.80, 0.45, 2.01], [0.98, -1.00, 1.05], [1.63, -0.08, -3.36], [1.63, 1.14, -1.92], [-0.49, -0.72, -2.81], [-0.45, 1.74, -0.68], [-1.11, -1.27, 0.55], [-0.40, 1.52, 1.95], [-1.82, 0.62, 2.13], [-0.37, 0.14, 2.90], [0.96, -1.54, 1.97], [1.68, -0.24, 1.15], [1.19, -1.74, 0.39]]
}

---

Pick 1: it beats the second-best structure by 0.0301 hartree.

---

1 | {
  "formula": "C4H12NO2",
  "method": "the ωB97M-V functional and the def2-TZVPD basis",
  "spin_multiplicity": 2,
  "charge": -2,
  "species": ["C", "O", "C", "C", "C", "N", "H", "H", "H", "H", "H", "H", "H", "H", "H", "H", "H", "H", "O"],
  "positions_angstrom": [[-0.85, 1.13, 0.01], [-0.88, -0.07, 0.75], [0.26, 1.45, -1.04], [1.69, 0.84, -0.66], [1.98, -0.35, 0.20], [1.39, -1.52, -0.53], [-0.59, 1.92, 0.65], [-1.86, 1.44, -0.49], [0.25, 2.61, -1.21], [-0.05, 0.90, -1.94], [2.08, 1.75, -0.02], [2.08, 0.82, -1.66], [3.07, -0.47, 0.18], [1.25, -0.25, 1.11], [0.38, -1.28, -0.55], [1.66, -1.46, -1.55], [-2.12, -0.79, 0.93], [-3.16, -1.17, 2.05], [-3.03, -1.40, 1.13]]
}

---

2 | {
  "formula": "C4H12NO2",
  "method": "the ωB97M-V functional and the def2-TZVPD basis",
  "spin_multiplicity": 2,
  "charge": -2,
  "species": ["C", "O", "C", "C", "C", "N", "H", "H", "H", "H", "H", "H", "H", "H", "H", "H", "H", "H", "O"],
  "positions_angstrom": [[1.47, 0.02, 1.49], [0.94, 0.19, 2.73], [0.32, -0.36, 0.38], [0.90, 0.58, -0.87], [0.69, -0.20, -2.21], [-0.81, 0.30, 0.92], [2.20, -0.89, 1.62], [2.12, 0.85, 1.20], [0.08, -1.44, 0.25], [1.98, 0.75, -0.63], [0.42, 1.54, -0.93], [-0.34, -0.17, -2.38], [1.38, 0.04, -3.10], [0.77, -1.26, -1.96], [-0.68, 1.22, 1.19], [-0.90, -0.17, 1.82], [-3.05, -0.29, 0.77], [-3.61, -0.31, -0.58], [-3.88, -0.42, 0.29]]
}

---

Pick 1: it beats the second-best structure by 0.0050 hartree.

---

1 | {
  "formula": "C4H12OS2",
  "method": "the ωB97M-V functional and the def2-TZVPD basis",
  "smiles": "CCSSCC.O",
  "charge": 0,
  "species": ["C", "C", "S", "S", "C", "C", "H", "H", "H", "H", "H", "H", "H", "H", "H", "H", "O", "H", "H"],
  "positions_angstrom": [[-1.15, -0.89, -1.76], [-0.82, -2.25, -1.17], [0.92, -2.41, -0.66], [0.93, -1.36, 1.09], [1.90, 0.13, 0.65], [1.75, 1.17, 1.77], [-2.23, -0.72, -1.84], [-0.69, -0.03, -1.29], [-0.79, -0.87, -2.79], [-1.44, -2.52, -0.31], [-0.93, -2.97, -1.98], [1.45, 0.52, -0.27], [2.92, -0.13, 0.44], [1.45, 2.12, 1.34], [1.06, 0.93, 2.58], [2.72, 1.39, 2.22], [-2.67, 2.51, 0.45], [-2.58, 2.59, 1.40], [-1.80, 2.78, 0.13]]
}

---

2 | {
  "formula": "C4H12OS2",
  "method": "the ωB97M-V functional and the def2-TZVPD basis",
  "smiles": "CCSSCC.O",
  "charge": 0,
  "species": ["C", "C", "S", "S", "C", "C", "H", "H", "H", "H", "H", "H", "H", "H", "H", "H", "O", "H", "H"],
  "positions_angstrom": [[2.32, -0.13, -1.36], [1.54, 0.99, -0.69], [1.76, 1.19, 1.10], [0.13, 1.13, 2.24], [-0.62, -0.53, 2.10], [-1.95, -0.48, 1.35], [1.69, -1.00, -1.22], [3.13, -0.57, -0.72], [2.88, 0.25, -2.20], [0.48, 0.79, -0.85], [1.60, 1.98, -1.21], [0.04, -1.35, 1.79], [-0.84, -0.74, 3.14], [-1.88, -0.65, 0.28], [-2.48, 0.47, 1.54], [-2.64, -1.16, 1.86], [-1.93, -0.25, -2.16], [-1.89, 0.72, -2.17], [-1.35, -0.65, -2.81]]
}

---

3 | {
  "formula": "C4H12OS2",
  "method": "the ωB97M-V functional and the def2-TZVPD basis",
  "smiles": "CCCSSC.O",
  "charge": 0,
  "species": ["C", "C", "C", "S", "S", "C", "H", "H", "H", "H", "H", "H", "H", "H", "H", "H", "O", "H", "H"],
  "positions_angstrom": [[0.45, -2.55, -0.87], [0.45, -1.08, -1.15], [1.59, -0.26, -0.50], [1.70, 0.17, 1.28], [-0.09, 1.07, 1.87], [0.28, 2.82, 1.53], [0.77, -2.89, -1.79], [-0.48, -2.97, -0.62], [1.08, -2.89, -0.11], [-0.39, -0.50, -0.75], [0.29, -0.73, -2.13], [1.82, 0.67, -1.14], [2.67, -0.69, -0.58], [-0.45, 3.43, 2.11], [0.12, 2.90, 0.48], [1.24, 3.09, 1.83], [-3.70, -0.19, 0.44], [-3.98, 0.75, 0.58], [-3.37, -0.14, -0.47]]
}

---

Pick 1: it beats the second-best structure by 0.0343 hartree.

---

1 | {
  "formula": "CH2N2P2",
  "method": "the ωB97M-V functional and the def2-TZVPD basis",
  "charge": 0,
  "species": ["C", "N", "N", "P", "P", "H", "H"],
  "positions_angstrom": [[-1.63, 0.90, 0.00], [-2.01, 1.93, 0.33], [0.22, -1.44, -0.03], [-1.29, -1.39, -0.44], [1.39, -0.39, 0.53], [2.25, -0.69, -0.58], [1.08, 1.08, 0.19]]
}

---

2 | {
  "formula": "CH2N2P2",
  "method": "the ωB97M-V functional and the def2-TZVPD basis",
  "charge": 0,
  "species": ["C", "N", "N", "P", "P", "H", "H"],
  "positions_angstrom": [[-1.71, -0.24, 0.07], [-2.63, -0.91, 0.07], [0.64, 0.17, -0.53], [2.13, -0.03, -0.29], [-0.56, 1.08, 0.14], [2.39, -0.85, -1.30], [-0.26, 0.78, 1.84]]
}

---

Pick 2: it beats the second-best structure by 0.0065 hartree.

---

1 | {
  "formula": "C3H8N3",
  "method": "the ωB97M-V functional and the def2-TZVPD basis",
  "charge": 1,
  "species": ["C", "C", "C", "N", "N", "N", "H", "H", "H", "H", "H", "H", "H", "H"],
  "positions_angstrom": [[-2.25, -1.66, -0.90], [-1.26, -0.50, 1.05], [2.12, 0.02, 0.13], [-1.98, -1.16, 0.10], [0.94, 0.34, -0.28], [0.66, 1.48, -0.94], [-2.89, -2.20, -1.65], [-0.09, -0.21, 0.56], [-1.65, 0.55, 1.06], [3.10, 0.48, -0.08], [-1.34, -1.00, 2.06], [2.14, -0.75, 0.77], [-0.34, 1.43, -1.11], [1.45, 1.95, -1.50]]
}

---

2 | {
  "formula": "C3H8N3",
  "method": "the ωB97M-V functional and the def2-TZVPD basis",
  "charge": 1,
  "species": ["C", "C", "C", "N", "N", "N", "H", "H", "H", "H", "H", "H", "H", "H"],
  "positions_angstrom": [[2.19, -0.26, 0.06], [0.33, 0.34, -0.50], [-1.96, -0.39, -0.18], [1.04, -0.88, -0.24], [1.50, 0.95, 0.10], [-0.83, 0.51, 0.28], [3.17, -0.40, -0.11], [-2.89, -0.05, 0.31], [-2.02, -0.20, -1.28], [-1.50, -1.31, 0.25], [0.92, -1.87, -0.41], [1.71, 1.83, 0.46], [-0.56, 0.18, 1.25], [-1.08, 1.53, 0.02]]
}

---

Pick 2: it beats the second-best structure by 0.0282 hartree.